# 1
{"formula": "C32H57N4OP2Sr", "method": "the ωB97M-V functional and the def2-TZVPD basis", "e_homo_ev": -8.19, "gap_ev": 5.822, "total_charge": 1, "elements": ["C", "C", "C", "C", "C", "H", "H", "H", "N", "P", "P", "C", "H", "H", "C", "H", "C", "C", "C", "C", "C", "H", "H", "H", "C", "H", "H", "H", "C", "H", "H", "H", "C", "H", "H", "H", "C", "H", "H", "H", "C", "H", "H", "H", "C", "H", "H", "H", "C", "H", "H", "H", "C", "H", "H", "H", "C", "H", "H", "H", "C", "H", "H", "H", "C", "H", "H", "H", "Sr", "C", "O", "N", "C", "C", "C", "C", "C", "H", "H", "H", "H", "H", "H", "H", "H", "H", "C", "N", "C", "C", "N", "H", "H", "H", "H", "H", "H"], "coordinates": [[-2.06, 1.28, -1.76], [-1.81, -1.05, -1.46], [-3.20, 1.11, -2.54], [-3.05, -1.24, -2.14], [-3.74, -0.17, -2.67], [-3.67, 1.98, -3.00], [-3.41, -2.26, -2.25], [-4.68, -0.32, -3.21], [-1.43, 0.26, -1.16], [-0.69, 3.08, 0.00], [0.34, -2.92, -0.36], [-1.50, 2.72, -1.61], [-0.77, 2.91, -2.42], [-2.31, 3.43, -1.77], [-1.11, -2.25, -1.09], [-1.80, -3.11, -1.17], [0.86, -4.24, -1.69], [-0.16, -3.72, 1.35], [0.97, 4.00, -0.38], [-2.07, 4.09, 0.84], [2.39, -4.13, -1.78], [2.87, -4.44, -0.84], [2.76, -4.77, -2.59], [2.69, -3.09, -1.98], [0.45, -5.68, -1.38], [0.88, -6.06, -0.44], [-0.64, -5.81, -1.36], [0.84, -6.32, -2.18], [0.22, -3.83, -3.02], [0.68, -4.40, -3.84], [-0.86, -4.01, -3.04], [0.39, -2.77, -3.22], [1.07, -4.46, 1.90], [1.89, -3.76, 2.11], [0.79, -4.94, 2.85], [1.45, -5.24, 1.23], [-0.55, -2.60, 2.33], [0.29, -1.93, 2.56], [-1.43, -2.02, 1.99], [-0.83, -3.07, 3.29], [-1.36, -4.67, 1.18], [-1.12, -5.56, 0.59], [-1.66, -5.01, 2.18], [-2.22, -4.16, 0.72], [-1.65, 4.36, 2.30], [-2.47, 4.90, 2.80], [-1.45, 3.44, 2.86], [-0.75, 4.99, 2.36], [-3.34, 3.22, 0.82], [-3.71, 3.04, -0.19], [-3.18, 2.25, 1.32], [-4.13, 3.75, 1.37], [-2.35, 5.41, 0.11], [-3.29, 5.82, 0.52], [-1.57, 6.16, 0.29], [-2.49, 5.29, -0.97], [1.33, 3.96, -1.87], [0.67, 4.59, -2.48], [2.36, 4.36, -1.98], [1.34, 2.94, -2.28], [2.04, 3.23, 0.43], [2.19, 2.20, 0.06], [3.01, 3.75, 0.33], [1.80, 3.19, 1.51], [0.93, 5.47, 0.05], [0.23, 6.06, -0.56], [0.69, 5.60, 1.12], [1.93, 5.90, -0.11], [0.06, 0.24, 0.99], [-2.24, 0.49, 2.60], [-2.91, 0.41, 3.53], [1.42, -0.55, -0.93], [1.56, -0.95, -2.05], [2.43, -0.70, -3.33], [2.06, -1.58, -4.51], [2.21, 0.75, -3.74], [3.89, -0.93, -2.97], [2.24, -2.64, -4.31], [1.02, -1.42, -4.81], [2.70, -1.30, -5.37], [2.60, 1.44, -2.97], [2.76, 0.96, -4.67], [1.15, 0.96, -3.91], [4.53, -0.66, -3.82], [4.18, -0.31, -2.11], [4.09, -1.98, -2.72], [1.59, 0.63, 6.71], [0.39, 0.34, 5.92], [-0.82, -0.12, 6.62], [0.46, 0.35, 4.62], [0.51, 0.38, 3.44], [1.30, 0.65, 7.76], [2.01, 1.60, 6.43], [2.37, -0.14, 6.57], [-1.71, 0.31, 6.15], [-0.90, -1.22, 6.58], [-0.74, 0.20, 7.66]]}

# 2
{"formula": "C32H57N5O9PSYb", "method": "the ωB97M-V functional and the def2-TZVPD basis", "e_homo_ev": [-7.89, -7.89], "gap_ev": [7.745, 7.743], "multiplicity": 2, "elements": ["Yb", "O", "C", "O", "C", "C", "C", "C", "C", "O", "C", "C", "O", "O", "H", "H", "H", "H", "H", "H", "H", "H", "N", "N", "C", "N", "N", "N", "O", "O", "H", "H", "H", "H", "H", "O", "P", "C", "C", "C", "C", "C", "C", "C", "C", "C", "C", "C", "C", "C", "C", "C", "C", "C", "C", "H", "H", "H", "H", "H", "H", "H", "H", "H", "H", "H", "H", "H", "H", "H", "H", "H", "H", "H", "H", "H", "H", "H", "H", "H", "H", "H", "H", "H", "H", "H", "H", "H", "O", "S", "C", "C", "C", "C", "H", "H", "H", "H", "H", "H", "H", "H", "C", "H", "H", "H"], "coordinates": [[-1.14, 0.50, -0.60], [-3.49, -2.28, 1.96], [-3.42, -1.53, 1.01], [-2.34, -1.11, 0.46], [-4.72, -1.09, 0.27], [-4.63, -1.46, -1.21], [-6.02, -1.39, -1.84], [-6.26, 0.13, -1.92], [-4.90, 0.63, -1.36], [-3.98, -0.37, -1.80], [-4.92, 0.43, 0.17], [-3.80, 1.11, 0.97], [-3.90, 1.29, 2.19], [-2.80, 1.43, 0.24], [-5.54, -1.62, 0.77], [-4.12, -2.41, -1.37], [-6.78, -1.92, -1.28], [-6.00, -1.84, -2.85], [-7.09, 0.52, -1.31], [-6.41, 0.50, -2.93], [-4.58, 1.60, -1.68], [-5.88, 0.73, 0.57], [-0.99, -1.34, -2.28], [-0.10, -1.16, -3.35], [0.94, -0.28, -3.19], [1.86, -0.40, -4.20], [1.00, 0.47, -2.15], [2.07, 1.34, -1.92], [2.48, 1.86, -2.92], [-0.07, 2.29, -0.50], [-0.79, -2.15, -1.69], [-1.97, -1.31, -2.54], [-0.01, -1.90, -4.03], [1.96, -1.27, -4.69], [2.56, 0.31, -4.35], [0.41, -0.64, 0.53], [1.54, -0.50, 1.58], [3.12, -0.26, 0.74], [4.29, -0.39, 1.72], [5.52, 0.29, 1.09], [5.60, -0.04, -0.41], [4.90, -1.36, -0.69], [3.39, -1.17, -0.50], [1.62, -1.99, 2.61], [0.21, -2.59, 2.81], [-0.35, -3.50, 1.67], [0.77, -4.17, 0.89], [1.94, -4.45, 1.83], [2.61, -3.13, 2.18], [1.18, 1.03, 2.60], [-0.13, 0.97, 3.42], [0.06, 0.40, 4.81], [1.16, 1.10, 5.62], [2.48, 1.03, 4.84], [2.27, 1.68, 3.47], [3.10, 0.77, 0.40], [4.52, -1.44, 1.88], [4.08, 0.02, 2.71], [6.43, -0.02, 1.59], [5.42, 1.38, 1.21], [6.63, -0.07, -0.74], [5.10, 0.72, -1.02], [5.29, -2.13, 0.01], [5.11, -1.79, -1.67], [2.85, -2.12, -0.39], [2.99, -0.68, -1.37], [1.93, -1.62, 3.59], [-0.53, -1.80, 3.04], [0.25, -3.17, 3.75], [-1.02, -2.92, 1.04], [-0.95, -4.28, 2.15], [1.10, -3.52, 0.07], [0.41, -5.08, 0.40], [2.69, -5.11, 1.37], [1.56, -4.97, 2.69], [3.21, -2.82, 1.32], [3.38, -3.25, 2.95], [1.02, 1.69, 1.74], [-0.94, 0.47, 2.87], [-0.49, 1.99, 3.53], [0.30, -0.66, 4.75], [-0.89, 0.49, 5.33], [1.28, 0.63, 6.60], [0.89, 2.16, 5.78], [2.76, -0.02, 4.70], [3.30, 1.49, 5.38], [3.20, 1.81, 2.91], [1.93, 2.71, 3.65], [-1.88, 1.28, -2.87], [-2.19, 2.74, -2.97], [-0.75, 3.51, -3.75], [-0.97, 3.33, -5.26], [-2.43, 3.73, -5.48], [-3.27, 2.94, -4.48], [0.12, 2.97, -3.37], [-0.66, 4.56, -3.44], [-0.78, 2.26, -5.49], [-0.28, 3.91, -5.86], [-2.77, 3.58, -6.52], [-2.45, 4.81, -5.31], [-3.50, 1.94, -4.85], [-4.19, 3.41, -4.15], [0.23, 3.57, -0.06], [0.24, 4.35, -0.87], [-0.45, 3.96, 0.72], [1.26, 3.64, 0.35]]}

The energy above the lowest of the compared OMol25 structures with the same formula, charge and spin results, record by record, are as follows: 45.9, 0.0 kcal/mol.